Record 1
Formula: C9H13NO2
Source: OMol25
Level of theory: ωB97M-V/def2-TZVPD

Geometry as ORCA input:
```
! RIJCOSX wB97M-V def2-TZVPD def2/J DEFGRID3
* xyz 0 1
C -0.62187 2.28679 -1.84210
C -0.54888 1.62589 -0.50037
C -1.69481 1.18124 0.18967
C -1.64119 0.67090 1.47523
C -0.37842 0.44630 2.05668
O -0.33810 -0.17479 3.26526
C 0.78093 0.90129 1.41137
C 0.65967 1.34784 0.09418
H -0.36506 3.35028 -1.80483
H -1.64185 2.26041 -2.19891
H 0.06369 1.82726 -2.55262
H -2.63356 1.35660 -0.32593
H -2.52322 0.50618 2.07700
H 0.54154 -0.50418 3.37952
H 1.68565 0.74607 1.98924
H 1.60791 1.68103 -0.32505
C 1.85151 -1.95222 -0.77778
C 0.59663 -2.75658 -0.88930
N -0.55314 -2.07210 -0.55280
O 0.52169 -3.90014 -1.29915
H 1.70816 -0.88382 -0.90568
H 2.60829 -2.29584 -1.47843
H 2.26306 -2.08551 0.21925
H -1.49333 -2.42418 -0.53476
H -0.45531 -1.13870 -0.16969
*
```

SMILES = Cc1ccc(O)cc1.CC(N)=O
Energy above the lowest of the compared OMol25 structures with the same formula, charge and spin = 32.15 kJ/mol

Record 2
Formula: C24H17ClFN3O4
Source: OMol25
Level of theory: ωB97M-V/def2-TZVPD

Geometry as ORCA input:
```
! RIJCOSX wB97M-V def2-TZVPD def2/J DEFGRID3
* xyz 0 1
C 1.92335 -1.87783 2.97186
O 0.99011 -1.37392 1.96949
C 1.22985 -1.75063 0.71243
O 2.02744 -2.62449 0.34466
C 0.46419 -1.01878 -0.37295
C 1.09956 0.07917 -0.94068
C 2.53267 0.50011 -0.59894
N 2.45860 1.84603 -0.10682
C 2.49265 2.17307 1.19886
O 2.81388 1.30750 2.02544
C 2.00227 3.47275 1.54546
C 1.26222 4.31322 0.65720
C 0.87934 5.58837 1.06887
C 1.28480 6.02952 2.33375
Cl 0.73088 7.62482 2.78966
N 1.93182 5.20284 3.18771
C 2.31144 3.98087 2.81503
C 0.34220 0.80230 -1.95619
O 0.80178 1.84975 -2.37972
C -0.82174 0.19007 -2.57083
C -1.39407 0.70791 -3.76764
C -2.47582 0.07186 -4.35891
C -3.08788 -1.00968 -3.75105
F -4.13425 -1.61928 -4.35731
C -2.51904 -1.53723 -2.56805
C -1.40625 -0.94465 -1.96685
N -0.82776 -1.42232 -0.77334
C -1.46608 -2.44749 -0.05005
C -1.17133 -3.75760 -0.36648
C -1.84628 -4.83136 0.22038
C -2.82294 -4.55296 1.16188
C -3.12774 -3.23990 1.53836
C -2.44339 -2.17577 0.90307
H 1.89168 -1.24670 3.83882
H 2.92353 -1.93264 2.57066
H 1.62392 -2.90289 3.23761
H 3.11765 0.37941 -1.51194
H 3.01580 -0.11823 0.16695
H 2.01896 2.54569 -0.74733
H 0.96157 3.97825 -0.32688
H 0.26559 6.23217 0.46306
H 2.82165 3.35813 3.55192
H -0.91911 1.54170 -4.28993
H -2.89839 0.40719 -5.30918
H -2.98164 -2.41520 -2.14232
H -0.41164 -3.93884 -1.11392
H -1.60378 -5.87820 -0.08670
H -3.30354 -5.37966 1.62994
H -3.85358 -3.03534 2.32355
H -2.70314 -1.15106 1.18739
*
```

SMILES = COC(=O)c1c(CNC(=O)c2ccc(Cl)nc2)c(=O)c2ccc(F)cc2n1-c1ccccc1

Record 3
Formula: C22H63Cl6O24P5
Source: OMol25
Level of theory: ωB97M-V/def2-TZVPD

Geometry as ORCA input:
```
! RIJCOSX wB97M-V def2-TZVPD def2/J DEFGRID3
* xyz 0 1
C -0.64969 -6.28801 -8.93533
O -2.00534 -6.04946 -8.53837
P -2.23814 -4.59376 -7.81761
O -1.02578 -3.86729 -7.39725
O -3.27608 -3.72861 -8.67986
C -2.90124 -3.41873 -10.01278
O -3.18147 -4.89134 -6.50594
C -3.83803 -6.15516 -6.31334
H -0.05738 -6.89315 -8.24897
H -0.29903 -5.30138 -9.23813
H -0.83014 -6.94909 -9.78297
H -2.25350 -4.21958 -10.36940
H -2.33335 -2.49606 -10.13218
H -3.85638 -3.33892 -10.53186
H -4.06745 -6.66883 -7.24695
H -4.67419 -6.19617 -5.61530
H -2.95609 -6.68112 -5.94777
C -1.33181 5.91313 4.58196
O -0.89807 5.47361 5.91582
P -0.42985 6.49432 7.07739
O 0.55732 7.48920 6.61754
O 0.10233 5.58163 8.33553
C 1.34435 4.91045 8.23622
O -1.83591 7.18668 7.52220
C -2.82147 6.23927 8.04949
H -1.86125 6.86401 4.64213
H -1.74165 5.19661 3.87011
H -0.38390 6.16032 4.10400
H 1.74450 4.90987 7.22233
H 1.37961 3.84580 8.46728
H 1.94764 5.53886 8.89141
H -2.33545 5.32397 8.38728
H -3.53357 5.99125 7.26240
H -3.39283 6.64007 8.88674
C -3.60521 -6.69048 0.14187
O -2.29109 -7.07869 0.51130
P -1.83028 -7.22993 2.08137
O -2.81013 -7.93369 2.93065
O -1.60317 -5.68763 2.41229
C -0.93275 -5.22573 3.54409
O -0.36237 -7.90403 1.92041
C 0.48939 -7.93882 3.04859
H -3.61573 -5.78284 -0.46160
H -4.28053 -6.53465 0.98315
H -4.21168 -7.33145 -0.49802
H -0.96942 -5.96212 4.34689
H -1.46442 -4.41109 4.03582
H 0.09290 -4.92622 3.32860
H 1.31341 -7.23626 2.92410
H 1.15999 -8.79704 3.09150
H -0.02013 -7.98068 4.01126
C 5.76360 7.57885 4.32432
O 5.94860 6.54258 5.25790
P 5.86266 5.06015 4.79353
O 6.15345 3.99879 5.78610
O 4.39141 5.01585 4.16117
C 3.81753 3.79852 3.82278
O 6.81321 4.98575 3.47379
C 8.02702 4.10317 3.44110
H 5.53371 7.42740 3.26966
H 6.69839 8.13945 4.32171
H 5.13916 8.41700 4.63365
H 3.07429 3.59309 4.59317
H 4.56204 3.00516 3.75652
H 3.32142 3.88121 2.85576
H 7.82318 3.11878 3.01979
H 8.38766 3.85692 4.43980
H 8.95039 4.55294 3.07614
C 0.03256 0.04397 0.76922
O 0.08856 0.66777 -0.48169
P -1.34778 0.93597 -1.31155
O -1.22819 1.49180 -2.68743
O -2.18560 1.86188 -0.22512
C -3.56148 1.92616 -0.30106
O -2.07432 -0.53809 -1.18909
C -2.03811 -1.48513 -2.19088
H 0.62149 -0.86128 0.62163
H -0.97586 -0.26529 1.04410
H 0.48378 0.60123 1.59016
H -3.92005 2.74149 0.32724
H -4.00602 0.97791 0.00109
H -3.79713 2.32513 -1.28767
H -1.27995 -1.44473 -2.97297
H -3.00629 -1.58777 -2.68097
H -1.83859 -2.48016 -1.79312
Cl -9.57634 3.50895 -3.35273
C -8.03792 4.41658 -3.52617
Cl -7.89149 5.85034 -2.57520
H -7.26160 3.71652 -3.21736
H -7.98815 4.74630 -4.56391
Cl 3.87157 -1.81509 -7.12851
C 3.17813 -0.33452 -6.34993
Cl 4.41993 0.44046 -5.26147
H 2.89871 0.49382 -7.00099
H 2.27672 -0.56927 -5.78384
Cl 2.96490 -4.11995 -1.51245
C 2.13490 -5.56268 -1.97512
Cl 3.39441 -6.87257 -2.01712
H 1.26222 -5.93534 -1.43879
H 1.88864 -5.40074 -3.02452
O -3.87462 4.27255 -9.19157
C -2.63244 3.73424 -8.55772
C -2.98631 2.52586 -7.76239
O -3.37536 2.84845 -6.53337
H -4.19752 4.93473 -8.57606
H -1.98786 3.43366 -9.38372
H -2.01996 4.43325 -7.98820
H -2.16799 1.83566 -7.55724
H -3.80031 2.04979 -8.30907
H -2.75203 2.75599 -5.80914
O 3.65584 -1.22580 5.69915
C 4.72573 -0.63326 6.57004
C 5.46453 -1.72111 7.38853
O 6.23293 -2.57923 6.52015
H 4.19798 -1.53149 4.96824
H 5.40149 -0.08995 5.90953
H 4.19420 0.15450 7.10390
H 4.73529 -2.42413 7.79111
H 6.09831 -1.25126 8.14064
H 6.19272 -3.44262 6.93794
*
```

SMILES = COP(=O)(OC)OC.COP(=O)(OC)OC.COP(=O)(OC)OC.COP(=O)(OC)OC.COP(=O)(OC)OC.ClCCl.ClCCl.ClCCl.OCCO.OCCO

Listing orbital gap for the structures above in their given order: 9.40, 8.58, 9.94 eV.
Listing F_max for the structures above in their given order: 2.38, 3.69, 5.26 eV/A.